This record from OMol25 describes a 6-piece molecular cluster, C17H51N6O6 overall at a distorted geometry. The level of theory is ωB97M-V with the def2-TZVPD basis set.

The geometry in ORCA input format:
```
! RIJCOSX wB97M-V def2-TZVPD def2/J DEFGRID3
* xyz 1 1
O 17.311 -18.770 -16.532
O 19.019 -11.497 -10.475
O 5.988 -20.243 -7.205
O 12.230 -16.645 -13.963
O 7.211 -17.259 -15.070
O 14.082 -21.256 -10.623
N 4.391 -23.584 -7.452
N 14.502 -20.243 -16.743
N 15.818 -21.970 -9.436
N 7.857 -14.663 -13.770
N 14.145 -23.411 -10.042
N 15.514 -12.535 -10.528
C 6.223 -16.341 -14.580
C 14.675 -22.146 -10.063
C 17.288 -13.779 -9.380
C 17.836 -12.005 -11.127
C 5.374 -22.765 -5.503
C 7.007 -14.440 -15.991
C 20.053 -11.136 -11.275
C 4.692 -22.341 -6.788
C 16.955 -20.232 -16.619
C 7.281 -19.833 -7.695
C 6.755 -18.604 -15.219
C 6.630 -14.849 -14.590
C 16.847 -12.487 -9.994
C 15.733 -19.795 -18.857
C 5.544 -21.521 -7.704
C 15.726 -20.560 -17.460
C 18.566 -18.501 -15.951
H 14.751 -24.202 -9.872
H 8.065 -20.508 -7.351
H 5.852 -14.237 -14.135
H 17.006 -20.658 -15.617
H 14.939 -20.196 -19.487
H 13.224 -23.659 -9.710
H 4.303 -23.314 -8.421
H 16.809 -11.663 -9.281
H 17.420 -11.149 -11.659
H 19.041 -17.723 -16.550
H 7.530 -18.798 -7.463
H 16.225 -22.752 -8.944
H 6.993 -13.358 -16.118
H 6.081 -23.579 -5.661
H 7.273 -19.827 -8.785
H 11.580 -15.945 -13.868
H 6.333 -18.948 -16.163
H 20.386 -11.990 -11.864
H 8.388 -13.861 -14.078
H 12.034 -17.180 -14.735
H 19.149 -19.401 -15.759
H 15.756 -21.644 -17.569
H 6.438 -22.100 -7.935
H 7.644 -19.224 -15.333
H 16.884 -13.897 -8.375
H 16.686 -20.029 -19.331
H 6.111 -18.997 -14.432
H 15.582 -11.919 -11.326
H 17.784 -20.543 -17.255
H 5.231 -24.133 -7.335
H 16.311 -21.101 -9.586
H 4.731 -23.175 -4.723
H 5.039 -21.200 -8.615
H 14.599 -20.566 -15.791
H 5.288 -16.560 -15.095
H 17.221 -14.711 -9.940
H 20.884 -10.967 -10.590
H 18.376 -13.819 -9.324
H 6.233 -14.756 -16.690
H 7.550 -14.490 -12.824
H 13.896 -20.961 -17.112
H 6.133 -16.624 -13.531
H 7.987 -14.641 -16.426
H 15.011 -11.897 -9.927
H 5.960 -21.895 -5.207
H 15.690 -18.707 -18.815
H 3.744 -21.824 -6.642
H 18.108 -12.732 -11.892
H 12.370 -17.240 -13.223
H 19.955 -10.381 -12.054
H 18.443 -17.892 -15.056
*
```

Properties
orbital gap	6.29	eV
E	-39668.7677	eV
ΔE to the lowest compared entry with this formula, charge and spin	140.2	kcal per mole
LUMO	-4.481	eV
E_HOMO	-10.77	eV